178
Properties=species:S:1:pos:R:3 method="wB97M-V/def2-TZVPD" homo_energy_ha=-0.32303 mol_weight_g_mol=1728.15 largest_force_ev_per_a=3.1 orbital_gap_ev=7.81 smiles="COCCCCCCCCCc1cc2c(c(CCCCCN)c1P(O)O)C(=O)N(Cl)C2=O.O=S1(=O)OCCO1.O=S1(=O)OCCO1.O=S1(=O)OCCO1.O=S1(=O)OCCO1.O=S1(=O)OCCO1.O=S1(=O)OCCO1.O=S1(=O)OCCO1.O=S1(=O)OCCO1.O=S1(=O)OCCO1.O=S1(=O)OCCO1"
C -7.44 -3.82 3.27
O -6.24 -4.05 2.54
C -6.43 -4.96 1.44
C -6.52 -4.17 0.09
C -7.43 -4.97 -0.90
C -7.60 -4.27 -2.31
C -6.22 -3.92 -2.98
C -6.07 -2.38 -3.26
C -5.35 -2.11 -4.64
C -3.78 -2.11 -4.50
C -3.36 -0.67 -4.06
C -1.83 -0.55 -3.75
C -1.01 -0.25 -4.90
C 0.41 -0.14 -4.81
C 0.93 -0.31 -3.47
C 0.19 -0.61 -2.29
C 0.99 -0.79 -0.98
C 0.72 0.30 0.13
C 0.25 1.71 -0.40
C -1.29 2.03 -0.16
C -1.77 1.75 1.29
N -3.19 2.19 1.51
C -1.25 -0.76 -2.42
P -2.34 -1.19 -0.96
O -3.46 -2.35 -1.49
O -1.48 -1.94 0.25
C 2.44 -0.09 -3.68
O 3.32 0.09 -2.88
N 2.71 -0.06 -5.11
Cl 3.54 -1.52 -5.52
C 1.48 0.13 -5.87
O 1.40 0.39 -7.03
H -7.96 -2.93 2.83
H -7.12 -3.53 4.32
H -8.12 -4.69 3.35
H -7.35 -5.58 1.57
H -5.55 -5.64 1.41
H -5.48 -4.09 -0.31
H -6.90 -3.13 0.23
H -8.44 -5.03 -0.42
H -7.05 -6.00 -1.03
H -8.27 -3.40 -2.17
H -8.11 -5.02 -2.96
H -5.36 -4.28 -2.39
H -6.20 -4.42 -3.98
H -7.10 -1.95 -3.38
H -5.59 -1.84 -2.42
H -5.71 -2.84 -5.40
H -5.70 -1.11 -4.97
H -3.40 -2.37 -5.52
H -3.42 -2.92 -3.83
H -3.95 -0.26 -3.21
H -3.53 -0.02 -4.94
H -1.46 -0.08 -5.91
H 0.75 -1.80 -0.58
H 2.08 -0.80 -1.17
H 1.70 0.47 0.64
H 0.06 -0.15 0.89
H 0.51 1.92 -1.46
H 0.82 2.47 0.21
H -1.39 3.13 -0.31
H -1.91 1.56 -0.95
H -1.73 0.67 1.57
H -1.16 2.29 2.04
H -3.74 1.34 1.33
H -3.29 2.31 2.52
H -2.96 -3.08 -1.89
H -1.23 -2.86 0.03
C -4.35 -1.99 5.06
C -5.26 -2.56 6.13
O -4.77 -2.00 7.36
S -4.18 -0.53 7.07
O -5.17 0.43 7.39
O -2.86 -0.47 7.59
O -4.09 -0.64 5.46
H -3.40 -2.53 5.03
H -4.81 -2.02 4.07
H -5.24 -3.64 6.17
H -6.29 -2.22 6.00
C -2.26 -6.46 -3.90
C -1.54 -7.42 -2.98
O -0.40 -6.68 -2.49
S -0.79 -5.12 -2.39
O -1.16 -4.83 -1.04
O 0.18 -4.37 -3.09
O -2.14 -5.18 -3.27
H -1.77 -6.41 -4.88
H -3.30 -6.73 -4.04
H -1.22 -8.33 -3.48
H -2.16 -7.68 -2.12
C 1.79 6.53 -1.84
C 2.17 5.07 -1.85
O 2.39 4.74 -0.47
S 1.40 5.62 0.45
O 0.27 4.82 0.76
O 2.18 6.27 1.44
O 0.97 6.70 -0.67
H 2.67 7.17 -1.73
H 1.24 6.82 -2.73
H 3.07 4.88 -2.44
H 1.35 4.45 -2.22
C 4.65 7.92 3.95
C 3.25 8.50 3.87
O 3.40 9.88 4.25
S 4.84 10.40 3.77
O 4.69 11.09 2.54
O 5.50 10.98 4.89
O 5.51 8.97 3.47
H 4.93 7.70 4.98
H 4.76 7.03 3.34
H 2.55 7.99 4.53
H 2.87 8.47 2.85
C 5.92 1.98 -0.91
C 4.93 1.44 0.10
O 5.43 1.87 1.37
S 6.16 3.30 1.19
O 5.23 4.31 1.55
O 7.47 3.22 1.75
O 6.28 3.28 -0.42
H 6.83 1.37 -0.96
H 5.49 2.06 -1.91
H 4.86 0.36 0.06
H 3.94 1.88 -0.05
C 3.43 -1.82 3.81
C 2.07 -1.14 3.76
O 2.32 0.19 4.20
S 3.80 0.64 3.75
O 3.70 1.38 2.54
O 4.49 1.13 4.89
O 4.36 -0.83 3.38
H 3.68 -2.11 4.83
H 3.48 -2.69 3.17
H 1.34 -1.63 4.39
H 1.69 -1.10 2.73
C 1.20 -5.79 0.99
C 0.17 -6.33 1.97
O 0.65 -5.92 3.26
S 1.42 -4.52 3.12
O 0.52 -3.48 3.47
O 2.71 -4.65 3.71
O 1.58 -4.52 1.52
H 2.09 -6.43 0.96
H 0.79 -5.69 -0.01
H 0.07 -7.41 1.92
H -0.80 -5.87 1.81
C 3.69 8.92 -6.35
C 2.54 8.52 -7.24
O 2.05 7.30 -6.68
S 2.25 7.34 -5.08
O 1.03 7.75 -4.49
O 2.94 6.16 -4.69
O 3.27 8.58 -5.03
H 4.59 8.35 -6.58
H 3.92 9.99 -6.42
H 2.84 8.37 -8.28
H 1.73 9.26 -7.21
C 7.01 10.39 8.83
C 5.85 9.98 7.94
O 5.37 8.76 8.51
S 5.58 8.79 10.11
O 4.36 9.19 10.72
O 6.27 7.62 10.50
O 6.60 10.04 10.16
H 7.91 9.82 8.60
H 7.23 11.45 8.77
H 6.16 9.83 6.91
H 5.05 10.71 7.98
C 1.48 -11.24 -5.35
C 0.65 -12.32 -4.68
O -0.62 -11.70 -4.45
S -0.92 -10.66 -5.64
O -1.75 -11.28 -6.60
O -1.26 -9.40 -5.05
O 0.57 -10.57 -6.23
H 1.86 -10.51 -4.63
H 2.32 -11.65 -5.91
H 1.09 -12.65 -3.74
H 0.51 -13.17 -5.34



157
Properties=species:S:1:pos:R:3 method="wB97M-V/def2-TZVPD" de_lowest_kj_mol=0.00 homo_energy_ha=-0.39237 mol_weight_g_mol=2663.76 largest_force_ev_per_a=2.8 charge=+1 orbital_gap_ev=6.28
C 1.25 0.32 -0.93
C 0.19 -0.75 -0.46
B -0.62 -1.38 -1.66
O 0.10 -1.97 -2.66
C -2.25 -1.44 -1.72
C -2.52 -2.59 -0.72
Br -4.41 -2.86 -0.20
C -1.90 -3.95 -1.11
C -0.81 -4.41 -0.10
C -2.90 -0.11 -1.18
C -2.17 1.25 -1.45
C -1.57 1.93 -0.19
O -2.29 3.15 0.11
C -2.30 3.28 1.49
O -1.70 4.12 2.10
C -4.31 -0.07 -1.79
C -5.45 0.67 -1.20
C -5.71 2.09 -1.76
C -6.35 2.95 -0.60
C -7.44 3.86 -1.24
O -6.84 4.69 -2.23
N -4.27 -0.85 -2.85
S -5.69 -1.01 -3.79
O -6.23 0.26 -4.04
O -5.42 -1.73 -4.95
F -6.65 -1.75 -2.82
C -2.91 -1.43 -3.10
P -2.28 -0.20 -4.43
N -0.74 -0.01 -4.58
C -2.88 -2.79 -3.87
C -3.84 -3.72 -3.56
C -3.79 -4.93 -4.25
C -2.77 -5.04 -5.16
C -1.84 -4.06 -5.37
N -1.89 -2.91 -4.72
H 0.90 0.76 -1.87
H 2.19 -0.20 -1.09
H 1.38 1.09 -0.16
H -0.45 -0.40 0.35
H 0.78 -1.58 -0.04
H 0.67 -1.29 -3.05
H -2.01 -2.29 0.20
H -2.68 -4.71 -1.05
H -1.47 -4.01 -2.11
H 0.13 -3.95 -0.43
H -1.03 -4.08 0.92
H -0.75 -5.50 -0.16
H -3.13 -0.17 -0.10
H -1.45 1.21 -2.28
H -2.94 1.97 -1.77
H -1.70 1.27 0.67
H -0.52 2.20 -0.33
H -2.88 2.52 2.04
H -6.39 0.11 -1.29
H -5.28 0.75 -0.13
H -6.44 2.14 -2.57
H -4.83 2.64 -2.08
H -5.61 3.55 -0.07
H -6.86 2.22 0.05
H -7.99 4.43 -0.49
H -8.12 3.17 -1.77
H -6.78 4.23 -3.07
H -2.91 1.03 -4.07
H -2.88 -0.62 -5.64
H -0.43 -0.25 -5.51
H -4.64 -3.56 -2.85
H -4.51 -5.72 -4.07
H -2.68 -5.96 -5.72
H -1.05 -4.20 -6.10
Br -1.89 -4.09 4.02
C -2.86 -2.60 4.83
C -3.38 -1.66 3.78
Br -1.95 -0.53 3.07
H -2.18 -2.13 5.53
H -3.68 -3.06 5.38
H -4.10 -0.97 4.22
H -3.83 -2.17 2.94
Br -2.99 6.76 7.23
C -2.25 5.85 5.68
C -3.25 5.85 4.55
Br -4.62 4.50 4.89
H -1.95 4.86 5.99
H -1.36 6.42 5.41
H -2.78 5.55 3.62
H -3.75 6.80 4.42
Br 3.53 -4.02 -0.10
C 4.09 -4.76 -1.82
C 2.95 -4.78 -2.80
Br 1.71 -6.24 -2.42
H 4.50 -5.74 -1.62
H 4.88 -4.10 -2.17
H 3.31 -4.97 -3.81
H 2.36 -3.87 -2.79
Br 5.59 -8.34 -1.38
C 7.09 -8.18 -0.14
C 6.77 -7.24 0.99
Br 6.89 -5.38 0.43
H 7.95 -7.88 -0.72
H 7.24 -9.19 0.25
H 7.51 -7.34 1.79
H 5.78 -7.38 1.41
Br 0.75 9.55 3.49
C -0.57 8.44 2.59
C -1.85 9.20 2.34
Br -2.88 9.37 3.98
H -0.72 7.56 3.21
H -0.09 8.14 1.66
H -2.49 8.66 1.64
H -1.68 10.21 1.96
Br -0.60 9.09 -1.43
C 0.88 8.09 -2.20
C 0.96 6.70 -1.63
Br 1.71 6.72 0.16
H 1.78 8.67 -2.02
H 0.68 8.06 -3.27
H 1.64 6.08 -2.22
H -0.01 6.21 -1.56
Br 10.68 -6.70 1.59
C 11.31 -5.67 0.07
C 10.45 -5.89 -1.14
Br 10.81 -7.61 -1.98
H 12.35 -5.95 -0.09
H 11.26 -4.63 0.38
H 10.67 -5.15 -1.91
H 9.39 -5.87 -0.92
Br 9.30 -8.86 4.25
C 11.04 -9.73 4.39
C 11.72 -9.40 5.69
Br 12.48 -7.61 5.67
H 11.61 -9.43 3.52
H 10.83 -10.80 4.33
H 12.57 -10.07 5.86
H 11.05 -9.45 6.55
Br 8.92 -4.45 3.73
C 10.44 -4.37 4.95
C 10.16 -3.45 6.11
Br 10.30 -1.58 5.60
H 11.30 -4.07 4.36
H 10.58 -5.39 5.30
H 10.91 -3.59 6.89
H 9.17 -3.59 6.54
Br -4.58 3.86 -4.81
C -3.54 5.51 -4.88
C -4.33 6.66 -4.31
Br -5.68 7.27 -5.56
H -3.25 5.66 -5.91
H -2.66 5.32 -4.28
H -3.69 7.52 -4.13
H -4.85 6.40 -3.39
Br -5.92 7.91 2.64
C -6.83 9.48 1.95
C -7.10 10.48 3.05
Br -8.60 9.93 4.16
H -7.73 9.14 1.46
H -6.15 9.90 1.21
H -7.39 11.44 2.62
H -6.25 10.62 3.71



152
Properties=species:S:1:pos:R:3 method="wB97M-V/def2-TZVPD" homo_energy_ha=-0.42738 mol_weight_g_mol=1246.44 largest_force_ev_per_a=1.6 charge=+1 orbital_gap_ev=9.13
C -5.41 -0.98 0.90
C -5.16 -0.63 -0.60
C -5.96 0.59 -1.09
C -5.09 1.81 -1.38
C -4.29 2.29 -0.16
C -2.88 2.74 -0.57
C -2.22 3.64 0.47
C -0.82 4.09 0.00
C 0.25 3.84 1.08
C 1.62 4.28 0.58
C 2.80 4.09 1.55
C 2.73 2.85 2.46
C 2.54 3.16 3.96
C 1.32 2.51 4.62
C 1.07 1.01 4.36
C 2.31 0.11 4.19
C 2.28 -0.65 2.84
C 3.54 -0.51 1.96
C 3.85 -1.76 1.13
C 2.64 -2.34 0.42
N 2.19 -1.51 -0.71
C 2.51 -1.73 -1.94
N 3.37 -2.77 -2.39
C 2.95 -2.93 -3.81
C 2.66 -1.50 -4.24
N 2.11 -1.00 -2.97
O 0.91 -0.32 -2.89
C -0.22 -1.08 -3.37
C -0.76 -0.48 -4.63
O -1.21 0.83 -4.33
C -1.02 1.74 -5.41
C 0.35 2.42 -5.28
H -6.13 -0.30 1.32
H -5.83 -1.98 0.97
H -4.48 -0.93 1.47
H -4.09 -0.49 -0.77
H -5.47 -1.49 -1.18
H -6.47 0.31 -2.02
H -6.75 0.84 -0.39
H -5.69 2.63 -1.77
H -4.39 1.52 -2.17
H -4.79 3.12 0.33
H -4.17 1.49 0.56
H -2.93 3.29 -1.52
H -2.26 1.85 -0.70
H -2.11 3.08 1.40
H -2.83 4.52 0.67
H -0.53 3.50 -0.87
H -0.78 5.15 -0.24
H 0.21 2.77 1.28
H -0.02 4.34 2.01
H 1.83 3.81 -0.38
H 1.53 5.34 0.36
H 2.96 4.98 2.16
H 3.69 4.01 0.94
H 1.99 2.13 2.11
H 3.69 2.35 2.37
H 3.43 2.89 4.52
H 2.43 4.23 4.08
H 0.44 3.04 4.24
H 1.33 2.73 5.69
H 0.38 0.91 3.53
H 0.52 0.66 5.24
H 2.25 -0.66 4.96
H 3.25 0.62 4.36
H 1.42 -0.31 2.25
H 2.09 -1.70 3.04
H 4.38 -0.22 2.58
H 3.36 0.31 1.26
H 4.21 -2.54 1.80
H 4.65 -1.54 0.42
H 1.80 -2.49 1.09
H 2.90 -3.32 0.04
H 1.59 -0.71 -0.54
H 4.29 -2.32 -2.37
H 1.99 -3.44 -3.73
H 3.64 -3.51 -4.41
H 3.63 -1.02 -4.35
H 2.04 -1.40 -5.12
H -1.00 -0.98 -2.61
H 0.00 -2.14 -3.47
H -0.01 -0.44 -5.42
H -1.60 -1.07 -5.01
H -1.10 1.26 -6.38
H -1.78 2.51 -5.39
H 1.04 1.72 -4.81
H 0.25 3.28 -4.62
H 0.75 2.74 -6.23
Cl -1.25 1.13 7.80
C -0.38 0.25 9.08
C 1.09 0.61 9.11
Cl 1.95 0.02 7.67
H -0.52 -0.82 8.91
H -0.84 0.51 10.03
H 1.56 0.15 9.98
H 1.23 1.68 9.17
Cl -0.94 2.67 -8.67
C 0.13 2.20 -10.01
C 1.58 2.49 -9.71
Cl 1.91 4.24 -9.65
H -0.20 2.72 -10.90
H 0.00 1.13 -10.16
H 2.21 2.07 -10.49
H 1.88 2.07 -8.75
Cl 0.87 -3.10 10.76
C 2.21 -3.88 9.88
C 3.56 -3.40 10.35
Cl 3.83 -1.69 9.91
H 2.07 -3.68 8.82
H 2.13 -4.95 10.05
H 4.34 -3.99 9.89
H 3.66 -3.49 11.43
Cl 3.54 2.75 -6.16
C 4.55 3.85 -5.19
C 3.73 4.58 -4.15
Cl 2.61 5.75 -4.90
H 5.05 4.54 -5.86
H 5.30 3.24 -4.69
H 4.40 5.14 -3.50
H 3.14 3.89 -3.55
Cl 4.85 -5.75 12.65
C 5.35 -7.34 12.00
C 6.35 -7.21 10.88
Cl 5.64 -6.50 9.41
H 4.45 -7.86 11.66
H 5.79 -7.89 12.82
H 6.73 -8.19 10.61
H 7.20 -6.59 11.18
Cl -6.98 2.44 -4.59
C -6.82 0.74 -5.06
C -8.14 0.12 -5.43
Cl -9.20 -0.05 -4.00
H -6.36 0.20 -4.23
H -6.14 0.70 -5.91
H -7.99 -0.88 -5.83
H -8.67 0.72 -6.17
Cl -9.26 0.36 0.87
C -10.18 -0.55 -0.36
C -11.61 -0.10 -0.45
Cl -12.55 -0.53 1.00
H -10.11 -1.60 -0.11
H -9.68 -0.38 -1.31
H -12.09 -0.58 -1.30
H -11.68 0.98 -0.58
Cl 3.65 -3.89 -7.08
C 3.05 -5.57 -7.12
C 4.11 -6.53 -7.62
Cl 4.47 -6.28 -9.34
H 2.17 -5.59 -7.75
H 2.76 -5.84 -6.11
H 3.75 -7.55 -7.51
H 5.03 -6.43 -7.06